(1)
91
Properties=species:S:1:pos:R:3:forces:R:3 method="wB97M-V/def2-TZVPD" charge=+1 homo_lumo_gap_ev=4.83 homo_energy_ha=-0.323 relative_energy_kj_mol=87.4 lumo_energy_ev=-3.9657 energy_ha=-3904.6966
Pb 0.35864 -0.14016 0.52559 1.4 -0.2 1.7
Cl 7.09352 -3.38447 2.63139 1.7 -0.4 0.4
C 5.55192 -2.93748 2.15965 -2.6 0.4 -0.8
C 4.48711 -3.90154 2.30307 0.5 2.7 0.0
C 3.16715 -3.49146 2.12931 1.2 -0.1 -0.1
C 2.83746 -2.13860 1.85264 0.6 1.3 -0.8
O 1.60304 -1.75821 1.94888 0.0 0.2 -0.9
C 3.97211 -1.23692 1.41164 -1.2 -1.2 0.2
C 3.86798 0.14021 0.95411 -1.9 -1.1 2.0
N 2.85951 0.86655 1.30548 -0.1 -0.3 -0.4
C 2.97569 2.24641 1.39765 -0.1 1.6 0.2
C 4.00220 3.05032 0.92911 0.0 0.6 -0.1
C 4.04472 4.47635 1.13048 0.1 -1.3 -0.2
C 3.06165 5.06813 1.89365 1.1 1.7 -1.0
C 2.02567 4.31285 2.45528 -0.2 -1.3 0.1
C 1.03380 4.84223 3.31402 0.7 1.7 -0.3
C 0.04700 4.06201 3.78221 -0.9 -0.8 -0.1
C -0.04057 2.71433 3.35031 0.5 -1.3 0.1
N 0.87930 2.12530 2.59218 -0.1 1.3 0.3
C 1.95657 2.90810 2.18805 -0.8 -0.5 -0.4
C 5.28718 -1.65387 1.64697 0.1 -1.4 -0.1
H 4.76343 -4.84708 2.70970 -0.1 -0.7 -0.1
H 2.37404 -4.21651 2.24254 -0.2 0.2 0.2
H 4.71418 0.56943 0.50473 1.5 0.5 -0.4
H 4.82168 2.60398 0.37550 -0.1 0.1 0.0
H 4.90487 5.00089 0.65325 -1.0 -0.1 0.6
H 3.07651 6.18533 1.95315 -0.1 -1.1 0.4
H 1.07360 5.92725 3.57592 0.0 -1.0 -0.2
H -0.71286 4.46839 4.42133 -0.2 0.0 0.2
H -0.84392 2.02678 3.72631 0.6 0.9 -0.5
H 6.08121 -0.93944 1.40858 0.0 -0.5 0.2
O 0.88688 -2.34141 -7.20992 0.1 -1.6 1.8
N 0.93170 -2.90422 -6.10007 -0.7 -1.7 -2.2
O 0.80911 -4.15714 -5.92149 0.4 3.5 -1.1
C 1.07199 -2.00973 -4.97897 0.8 0.3 1.4
C 1.42595 -0.72268 -5.25481 1.0 -1.2 -0.7
C 1.60379 0.20531 -4.21838 -1.0 1.6 1.8
C 1.91402 1.57843 -4.47371 0.5 0.5 1.2
C 1.88515 2.52386 -3.40541 0.2 -2.2 -1.9
C 1.38633 2.07511 -2.20474 -0.2 0.5 1.3
N 1.08461 0.81061 -1.93469 -0.1 0.1 0.9
C 1.22379 -0.14598 -2.83569 0.6 0.4 -2.7
C 0.97429 -1.54055 -2.53850 -0.3 -1.1 -1.1
N 0.66403 -1.93232 -1.27510 0.3 0.6 -0.7
C 0.45848 -3.19735 -1.02872 -0.2 -1.0 -0.1
C 0.59133 -4.22805 -2.01408 -0.2 0.6 0.9
C 0.85613 -3.88202 -3.31035 0.5 -0.3 0.4
C 0.98949 -2.50328 -3.61040 -0.4 0.9 -0.1
H 1.78859 -0.50821 -6.26528 -0.7 0.2 0.3
H 2.23441 1.94695 -5.46567 -0.3 -0.6 0.5
H 2.30154 3.49807 -3.52708 -0.2 0.6 -0.1
H 1.21651 2.80432 -1.38089 0.2 -0.6 -0.5
H 0.17302 -3.41284 0.00621 0.2 -0.2 -0.3
H 0.45841 -5.26250 -1.70914 0.1 0.2 -0.1
H 1.05034 -4.62429 -4.10197 -0.5 0.6 0.9
S -1.63673 -5.72828 2.27008 -1.1 0.1 0.8
C -2.51524 -7.05236 2.95906 -0.1 0.1 -0.8
C -3.85499 -6.88584 2.90670 -0.6 0.4 -0.4
C -4.22980 -5.61314 2.40326 1.2 0.3 0.3
C -3.12997 -4.83240 2.10477 -0.7 -0.3 -0.2
C -3.18081 -3.44583 1.64236 -0.8 1.1 -1.1
C -2.11292 -2.53260 1.92467 -0.4 -1.0 -0.3
N -2.02992 -1.33425 1.37597 0.2 -0.1 0.2
C -3.05296 -0.85838 0.62874 -0.6 -1.6 0.5
C -4.22973 -1.62475 0.37929 0.4 0.0 -0.2
C -5.28939 -1.03994 -0.43290 0.0 -0.5 0.6
C -5.19375 0.25812 -0.81386 -1.0 0.3 0.5
C -4.12643 1.13563 -0.33709 -0.3 -1.3 -0.2
C -4.16323 2.53942 -0.38596 1.2 -0.9 0.0
C -2.94861 3.22330 -0.28300 -1.6 0.1 -0.5
C -1.80558 2.45129 0.00994 -0.3 0.1 -0.2
N -1.82908 1.17962 0.33965 -0.8 0.2 -0.2
C -2.98199 0.48417 0.19433 -0.3 2.0 -0.6
C -2.92334 4.65993 -0.59813 0.8 0.0 1.1
C -1.77806 5.43805 -0.41438 -1.4 -1.7 -0.2
C -2.00111 6.76877 -0.67603 -1.7 1.6 -0.6
C -3.33587 7.00581 -1.04669 1.0 0.9 0.2
S -4.35837 5.62943 -0.98614 2.4 -0.4 0.0
C -4.26607 -2.95977 0.83961 2.5 1.0 1.2
H -2.06599 -7.97526 3.20530 0.8 -0.6 0.3
H -4.60970 -7.62849 3.12784 0.3 -0.1 0.3
H -5.25291 -5.28779 2.37119 -0.2 0.3 -0.1
H -1.30719 -2.88679 2.60313 -0.4 0.5 -0.6
H -6.20035 -1.66993 -0.60700 1.0 0.8 -0.2
H -6.01553 0.66122 -1.42314 0.5 0.1 0.4
H -5.11564 3.03431 -0.49348 0.0 0.2 -0.4
H -0.83297 2.90189 -0.05483 0.4 0.2 0.3
H -0.84076 5.02044 -0.08267 0.1 0.0 0.0
H -1.23169 7.52615 -0.55579 -0.3 0.0 -0.3
H -3.75323 7.96043 -1.38510 0.2 -0.5 0.4
H -5.10436 -3.54134 0.57647 -0.7 -0.9 -0.2

***

(2)
99
Properties=species:S:1:pos:R:3:forces:R:3 method="wB97M-V/def2-TZVPD" homo_lumo_gap_ev="5.01 / 6.79" homo_energy_ha="-0.232 / -0.256" relative_energy_kj_mol=583.3 lumo_energy_ev="-1.3008 / -0.1822" energy_ha=-2899.3047
Sn -1.51263 2.24856 -1.85143 -1.6 -0.1 3.2
C -2.07784 0.78216 -3.16738 -1.2 -0.1 -0.2
C -0.89208 -0.02260 -2.86532 -0.8 -3.2 -2.7
C 0.28234 0.18708 -3.76632 0.5 0.1 0.1
C 1.02447 1.53878 -3.55764 0.4 -0.4 0.2
C 0.29895 2.72286 -2.90904 1.7 -0.1 0.7
C -0.88505 3.36615 -3.49455 -1.4 2.0 -1.4
C -1.51957 2.81839 -4.77015 -0.1 -0.4 -0.5
C -2.27051 1.44804 -4.55502 -0.1 -0.2 -0.2
C 1.97342 0.37305 0.53310 0.4 0.3 0.1
H -3.00256 0.34465 -2.75259 0.4 0.0 -0.5
H -1.17496 -1.11682 -2.92523 0.3 0.9 0.2
H -0.05475 0.09312 -4.82153 0.1 0.1 0.5
H 0.99758 -0.64161 -3.60185 -0.2 0.5 -0.2
H 1.89919 1.31241 -2.93527 -0.3 0.2 0.1
H 1.47159 1.81042 -4.52541 -0.2 0.4 0.1
H 1.01817 3.37515 -2.36849 -0.6 -0.3 -0.5
H -1.00732 4.45243 -3.30976 0.5 -0.6 -0.4
H -0.76630 2.69171 -5.56679 -0.1 0.0 0.2
H -2.25564 3.52667 -5.20140 0.5 -0.2 0.5
H -3.34705 1.62689 -4.70710 0.3 -0.1 0.3
H -2.00182 0.72295 -5.33851 0.0 0.2 0.0
H 1.41481 1.18049 0.03361 0.1 -0.4 0.0
H 2.47953 0.78156 1.42331 -0.1 -0.2 -0.3
H 1.26201 -0.40463 0.88651 0.2 0.3 0.1
P -0.07732 -1.72560 -1.00256 1.5 1.3 1.3
P 3.19731 -0.36507 -0.53702 -0.6 -0.1 -0.7
C 1.42438 -2.41188 -1.55399 -1.9 -0.2 0.8
C 2.50891 -1.54135 -1.70263 0.7 -0.1 -0.2
C -1.41143 -2.85574 -0.63609 -1.0 -0.6 0.0
C -1.68099 -4.18402 -1.04305 -0.2 0.6 0.6
C -2.81479 -4.82056 -0.51323 0.0 -0.3 -0.1
C -3.67167 -4.19527 0.40615 0.3 0.5 -0.2
C -3.42769 -2.85599 0.75469 -0.3 -0.3 0.0
C -2.33815 -2.18526 0.22245 0.7 -0.3 -0.5
C -3.42838 2.45256 -0.67745 1.6 0.5 0.3
C -3.59421 3.65924 -0.00272 -1.2 0.1 0.1
C -4.85792 3.97134 0.54019 0.5 0.0 -0.2
C -5.93524 3.09544 0.43821 0.5 -0.3 -0.3
C -5.69944 1.84350 -0.13219 0.8 0.1 -0.1
C -4.43178 1.48536 -0.63927 -0.4 0.3 -0.2
C 4.48374 -1.19945 0.43836 0.3 -0.2 0.0
C 4.10003 -2.32985 1.17881 -0.1 0.0 -0.1
C 5.07641 -3.14594 1.75170 0.2 0.2 -0.1
C 6.43250 -2.82777 1.60701 -0.2 0.2 -0.2
C 6.80815 -1.66424 0.92632 -0.1 0.0 0.0
C 5.84027 -0.84066 0.34510 -0.3 -0.2 0.0
C 3.98472 0.92329 -1.54407 0.3 0.3 -0.1
C 3.89529 2.24789 -1.08885 0.1 -0.2 -0.2
C 4.40710 3.29348 -1.85467 0.0 0.0 0.0
C 5.02333 3.04118 -3.08194 -0.2 -0.1 0.3
C 5.12392 1.72439 -3.53116 0.0 -0.2 0.0
C 4.61849 0.66167 -2.77429 0.0 0.3 0.2
H 1.40993 -3.48396 -1.75967 0.6 0.2 -0.7
H 3.18136 -1.72657 -2.54783 0.2 -0.2 0.5
H -1.00110 -4.69479 -1.73600 -0.4 0.1 0.3
H -3.06062 -5.83960 -0.82563 0.2 0.3 0.1
H -4.54652 -4.71685 0.82487 0.6 0.2 -0.3
H -4.10577 -2.32753 1.42766 0.2 -0.2 -0.1
H -2.14559 -1.12866 0.45859 -0.1 -0.4 0.1
H -2.77517 4.37464 0.06783 -0.3 -0.1 0.0
H -5.00423 4.92766 1.01178 0.0 0.2 0.1
H -6.93630 3.37421 0.77681 0.4 -0.1 0.0
H -6.50355 1.14200 -0.22394 -0.3 -0.4 0.1
H -4.27996 0.46901 -1.01952 -0.1 0.5 0.0
H 3.03475 -2.57761 1.29032 0.3 0.0 -0.1
H 4.77961 -4.04014 2.29949 0.0 0.3 -0.1
H 7.19782 -3.48860 2.01988 -0.2 0.2 -0.1
H 7.86181 -1.40290 0.82939 -0.3 -0.1 0.1
H 6.12335 0.07112 -0.18811 0.0 -0.4 0.1
H 3.41190 2.45329 -0.13390 0.1 0.0 -0.3
H 4.31277 4.31088 -1.48634 0.0 -0.1 -0.1
H 5.41705 3.87163 -3.67340 -0.1 -0.4 0.2
H 5.59355 1.52920 -4.49553 -0.1 0.0 0.3
H 4.71479 -0.35952 -3.14648 0.0 0.3 0.1
C -3.89481 -0.24266 3.92726 0.0 -0.1 -0.1
C -2.63315 0.04850 4.72287 0.4 -0.1 0.2
C -1.35402 -0.68603 4.26201 -0.7 0.1 -0.3
C -0.17282 -0.35151 5.21129 0.0 -0.7 -0.2
C 0.10155 1.13684 5.35929 0.0 0.1 0.1
C -1.57267 -2.20074 4.25019 0.2 -0.5 -0.1
O -2.39205 -2.80697 4.92106 0.5 0.5 -0.1
N -0.72906 -2.88855 3.39093 0.0 -0.1 0.3
C 0.18912 -2.34179 2.46957 -0.5 1.3 0.4
O 0.94256 -3.11008 1.86555 0.0 0.3 0.2
N 0.09992 -1.00063 2.28377 0.0 -1.0 -0.6
C -0.93916 -0.31510 2.82146 -0.7 0.8 -0.4
O -1.53304 0.59448 2.21330 1.0 -0.8 0.7
H -3.75557 0.05115 2.88093 -0.1 -0.1 0.2
H -4.72360 0.33789 4.34765 0.0 -0.1 -0.1
H -4.14250 -1.30751 3.99318 -0.1 0.2 -0.1
H -2.42761 1.12578 4.69545 0.0 -0.2 0.0
H -2.79679 -0.22995 5.77449 0.0 0.1 -0.2
H -0.39511 -0.80482 6.18743 0.1 0.1 -0.1
H 0.71781 -0.85183 4.80613 -0.2 0.1 0.2
H -0.55385 1.58103 6.11648 0.1 0.0 -0.2
H 1.13683 1.27886 5.68233 -0.1 0.1 0.0
H -0.04063 1.66912 4.41031 0.0 -0.1 0.2
H -0.72072 -3.89094 3.45723 -0.2 -0.2 0.0

***

(3)
20
Properties=species:S:1:pos:R:3:forces:R:3 method="wB97M-V/def2-TZVPD" smiles="CC(N)=C=N.C=O.C" homo_lumo_gap_ev=7.98 homo_energy_ha=-0.281 relative_energy_kj_mol=490.3 lumo_energy_ev=0.3379 energy_ha=-382.3158
C -1.55540 0.06817 -2.04644 0.0 -1.9 0.9
C -2.10064 0.66958 0.67747 0.4 -2.9 -2.2
O -1.53198 -0.96564 -1.35357 0.2 1.8 -2.5
H -1.95392 -0.47814 0.10054 -0.8 2.2 3.8
H -2.43631 0.32432 -2.64645 -0.2 -0.1 0.0
H -0.72043 0.77169 -2.08376 0.2 -0.1 0.1
H -2.32940 1.05903 1.66441 0.0 -0.9 0.2
H -2.89801 0.90265 -0.01199 -0.2 1.0 -0.3
H -1.11409 0.94514 0.34020 0.2 1.0 -0.1
C 1.84492 -0.02814 1.81623 0.0 0.0 -0.1
C 1.42536 -0.44069 0.43145 0.2 -0.1 0.2
N 0.98038 -1.78067 0.29144 0.0 -0.1 0.0
N 1.62283 1.17094 -1.51121 -0.2 0.3 -0.4
C 1.61226 0.35481 -0.58959 0.0 -0.1 0.1
H 0.39541 -2.04946 1.07491 0.0 0.1 -0.1
H 0.45936 -1.92012 -0.56679 0.0 0.0 0.2
H 2.46296 1.18599 -2.09362 0.0 -0.1 0.2
H 0.98616 -0.06805 2.49232 0.0 0.0 0.0
H 2.23908 0.98629 1.82078 0.0 0.0 0.0
H 2.61147 -0.70773 2.19365 0.0 0.0 0.0

***

(4)
53
Properties=species:S:1:pos:R:3:forces:R:3 method="wB97M-V/def2-TZVPD" charge=+3 homo_lumo_gap_ev=5.83 homo_energy_ha=-0.645 lumo_energy_ev=-11.7076 energy_ha=-6435.0148
W -0.08121 -0.49789 0.74819 -0.6 0.4 -0.8
Se 0.69497 -1.65135 -0.94669 0.1 -0.2 0.0
P 1.71468 -0.43650 2.41142 0.4 0.0 0.1
Se -0.07728 -1.69352 2.81851 -0.1 -0.4 0.4
C 3.23831 -1.32897 2.31130 0.0 0.1 0.0
C 3.73581 -1.83985 1.10939 0.0 0.0 0.0
C 4.91264 -2.56433 1.11264 0.0 0.0 0.0
C 5.58177 -2.79419 2.31115 0.0 0.0 0.0
C 5.08695 -2.29088 3.50936 0.0 0.0 0.0
C 3.91946 -1.55056 3.51913 0.0 0.0 0.0
C 1.82051 0.97634 3.47644 0.0 0.1 0.0
C 0.68761 1.49181 4.12034 0.0 0.0 0.0
C 0.80166 2.63014 4.89720 0.0 0.0 0.0
C 2.03737 3.25824 5.02559 0.0 0.0 0.0
C 3.16191 2.75342 4.38129 0.0 0.1 0.0
C 3.06478 1.61233 3.60517 0.0 -0.1 0.0
H 3.22764 -1.65741 0.17265 0.0 0.0 0.0
H 5.31429 -2.95098 0.18623 0.0 0.0 0.0
H 6.49858 -3.36880 2.31082 0.0 0.0 0.0
H 5.61246 -2.47653 4.43603 0.0 0.0 0.0
H 3.53696 -1.15982 4.45421 0.0 0.0 0.0
H -0.26518 0.98195 4.04992 0.0 0.0 0.0
H -0.06099 3.01887 5.42058 0.0 0.0 0.0
H 2.12875 4.14056 5.64540 0.0 0.0 0.0
H 4.11863 3.24329 4.50265 0.0 0.0 0.0
H 3.94570 1.20596 3.12338 0.0 0.0 0.0
O -5.83860 -4.41536 1.70924 0.0 0.1 -0.1
C -5.59501 -3.78891 0.55697 0.0 -0.1 0.0
O -6.19261 -4.02879 -0.44439 0.0 0.0 0.0
C -4.52944 -2.70451 0.52838 0.0 0.0 0.0
C -4.20763 -1.90828 1.62499 0.0 0.0 0.0
C -3.31149 -0.86148 1.48500 -0.1 0.0 0.1
C -2.72958 -0.63262 0.23050 0.0 -0.1 0.1
C -3.04030 -1.43797 -0.87902 0.0 0.0 -0.1
C -3.94871 -2.45794 -0.72242 0.0 0.0 0.0
N -1.78522 0.42555 0.09444 0.0 0.0 0.0
C -1.85834 1.60963 -0.37781 0.2 0.2 0.0
C -0.58487 2.31995 -0.35060 -0.2 -0.1 0.2
C -0.42547 3.61405 -0.77732 0.0 -0.1 -0.1
C 0.85267 4.18316 -0.71809 0.0 0.0 0.0
C 1.89492 3.42198 -0.23509 0.0 0.0 0.0
C 1.65227 2.12159 0.20633 0.0 0.0 0.0
N 0.43915 1.56757 0.17021 0.1 0.0 0.1
H -5.20338 -4.21205 2.40482 0.0 0.0 0.0
H -4.69654 -2.06084 2.57908 0.0 0.0 0.0
H -3.11074 -0.20093 2.31992 0.0 0.0 0.0
H -2.59945 -1.23926 -1.84874 0.0 0.0 0.0
H -4.25094 -3.06386 -1.56683 0.0 0.0 0.0
H -2.77924 2.04178 -0.76318 0.0 0.0 0.0
H -1.27276 4.16531 -1.16463 0.0 0.0 0.0
H 1.01529 5.19966 -1.05277 0.0 0.0 0.0
H 2.90163 3.81423 -0.18727 0.0 0.0 0.0
H 2.46301 1.51819 0.58945 0.0 0.0 0.0

***

(5)
6
Properties=species:S:1:pos:R:3:forces:R:3 method="wB97M-V/def2-TZVPD" homo_lumo_gap_ev="8.62 / 6.05" homo_energy_ha="-0.385 / -0.349" relative_energy_kj_mol=177.2 lumo_energy_ev="-1.8443 / -3.4412" energy_ha=-3003.1708
C -1.22341 -0.81734 -0.68419 -0.9 0.1 0.9
C -1.03015 -0.11748 0.52955 1.8 0.8 -1.4
N -1.55172 -1.37826 -1.64915 0.5 0.3 0.4
Br 0.39611 1.16809 0.52805 -0.8 -0.7 0.0
I 4.76687 1.46150 -0.24648 0.0 0.0 0.0
H -1.35770 -0.31652 1.52222 -0.6 -0.5 0.1